C2H7S2 | wB97M-V/def2-TZVPD

Structure (XYZ):
```
11
Properties=species:S:1:pos:R:3:forces:R:3:mulliken_charge:R:1
S -0.8635 1.9442 1.2138 0.0 0.1 0.1 -0.790
S 1.0907 -2.0325 0.2938 -0.3 0.3 0.0 -0.324
C 0.5607 0.3581 -0.9459 -0.1 0.1 1.1 -1.258
C -0.1832 -0.7766 -0.2061 -0.2 -0.5 -1.1 -0.186
H -0.7253 -0.3987 0.6628 0.3 0.0 -0.1 0.278
H -1.6198 2.8197 1.8519 -0.3 0.4 0.4 -0.079
H 1.2355 -0.0352 -1.6971 0.4 -0.2 -0.1 0.396
H 1.0801 0.9552 -0.1594 -0.1 -0.4 -0.9 0.295
H -0.1062 1.0562 -1.4545 -0.2 -0.2 0.2 0.332
H -0.9053 -1.2984 -0.8829 0.5 0.4 0.5 0.243
H 0.4361 -2.5921 1.3234 0.0 0.1 -0.1 0.094
```
Positions in Å, forces in eV/Å.

Calculated values
- electronic energy (hartree) = -876.7941
- relative energy (zero: lowest compared OMol25 entry of this formula, charge and spin) (kcal per mole) = 10.0
- Kohn-Sham gap (eV) = 6.02
- HOMO level (eV) = -2.72
- net charge = -1